C4H33O15S | wB97M-V/def2-TZVPD

Geometry as XYZ:
```
53
Properties=species:S:1:pos:R:3:mulliken_charge:R:1
O -1.34 0.80 -0.97 -1.219
C -0.23 0.22 -0.78 0.526
O -0.11 -1.01 -0.61 0.159
C 1.04 1.05 -0.59 -0.232
C 2.31 0.30 -0.95 -0.259
C 3.61 1.12 -0.66 -1.044
S 3.51 2.90 -1.05 -0.255
H 1.12 1.52 0.40 0.150
H 1.00 1.95 -1.21 0.712
H 2.41 -0.62 -0.34 -0.111
H 2.25 -0.13 -1.95 0.329
H 3.94 0.93 0.34 0.383
H 4.36 0.83 -1.41 0.431
H 2.99 3.32 0.11 0.082
H 1.56 -1.07 1.69 0.203
H 2.09 -1.93 2.77 0.277
O 1.77 -2.00 1.87 -0.583
H 0.85 -1.59 -4.27 0.335
H -0.52 -1.47 -3.79 0.334
O 0.04 -1.11 -4.51 -0.682
H 0.55 4.52 1.01 0.281
H -0.10 3.31 0.54 0.496
O 0.33 3.66 1.35 -0.639
H -0.59 1.90 3.75 0.278
H 0.52 2.42 2.77 0.271
O 0.16 1.63 3.19 -0.642
H -2.27 -1.15 1.38 0.320
H -3.60 -0.76 1.78 0.307
O -2.69 -0.46 1.94 -0.676
H -2.00 -0.14 -2.16 0.362
H -2.32 -1.53 -1.73 0.300
O -2.40 -0.99 -2.51 -0.817
H 2.15 -3.48 0.77 0.331
H 1.17 -3.88 -0.16 0.374
O 2.12 -3.84 -0.13 -0.715
H 1.95 -3.26 -1.99 0.311
H 1.52 -1.73 -2.03 0.243
O 1.71 -2.51 -2.57 -0.749
H -0.97 2.58 -1.29 0.311
H -1.93 3.38 -0.35 0.269
O -1.19 3.48 -0.94 -0.803
H 0.23 -0.15 3.70 0.407
H -0.88 -1.13 3.69 0.310
O 0.00 -1.02 4.07 -0.658
H -3.06 1.39 1.42 0.347
H -2.77 2.82 0.69 0.311
O -3.38 2.11 0.84 -0.615
H -0.54 -2.72 0.94 0.300
H -0.75 -3.00 -0.55 0.343
O -1.01 -3.28 0.32 -0.699
H -4.05 0.00 -0.42 0.347
H -4.12 -1.31 -1.11 0.325
O -4.42 -0.88 -0.30 -0.666
```

## Properties
Kohn-Sham gap, eV: 8.9
Largest force on an atom, Eh/bohr: 0.04136
Net charge: -1
Energy relative to the best compared isomer or geometry (same formula, charge and spin), eV: 0.000
E_HOMO, hartree: -0.2432
2S+1: 1

C4H34N2O11S2 | wB97M-V/def2-TZVPD

Geometry as XYZ:
```
53
Properties=species:S:1:pos:R:3:mulliken_charge:R:1
C -0.83 -0.33 -0.02 -0.513
N -0.40 0.41 1.14 0.305
C -1.38 0.44 2.21 0.470
C -0.84 0.49 3.63 -0.942
N -0.61 -0.75 4.32 -0.531
C -2.39 1.56 1.91 -0.951
S -2.17 3.23 2.68 -0.083
S -0.16 3.69 2.50 -0.211
H -0.75 -1.42 0.09 0.112
H -1.86 -0.09 -0.29 0.578
H -0.18 -0.08 -0.85 -0.353
H 0.58 0.32 1.35 0.184
H -1.98 -0.49 2.14 -0.149
H -1.58 1.00 4.24 0.460
H 0.05 1.12 3.70 0.377
H 0.08 -1.38 3.94 0.172
H -1.35 -1.24 4.78 0.199
H -3.37 1.37 2.34 0.478
H -2.53 1.73 0.85 0.347
H -0.08 3.69 1.16 0.170
O 3.06 3.16 1.22 -0.669
H 3.95 3.35 0.92 0.285
H 3.07 2.83 2.12 0.343
O 0.61 2.21 -2.50 -0.785
H 0.53 1.54 -1.83 0.317
H 0.79 1.73 -3.31 0.373
O 0.99 -0.58 -2.96 -0.534
H 1.15 -1.06 -2.13 0.289
H 0.48 -1.19 -3.49 0.286
O 3.70 -2.11 2.30 -0.615
H 3.86 -3.04 2.15 0.300
H 3.31 -1.72 1.51 0.318
O 4.84 0.85 -0.50 -0.626
H 4.73 -0.10 -0.65 0.285
H 4.19 1.00 0.20 0.383
O 2.23 0.82 0.33 -0.816
H 2.16 1.80 0.42 0.397
H 2.00 0.69 -0.60 0.393
O -2.53 -0.59 -4.42 -0.701
H -1.89 -0.76 -3.72 0.231
H -3.31 -0.22 -3.99 0.346
O -1.69 -2.67 -2.57 -0.559
H -2.18 -3.34 -2.08 0.270
H -2.26 -2.24 -3.21 0.312
O 0.87 -2.93 -1.70 -0.600
H 0.02 -3.08 -2.14 0.332
H 1.32 -3.73 -1.45 0.250
O -1.81 2.12 -3.99 -0.614
H -1.18 2.52 -3.38 0.384
H -1.96 1.22 -3.68 0.270
O -2.58 -3.34 0.06 -0.636
H -2.27 -2.50 0.43 0.353
H -2.45 -3.90 0.84 0.319
```

## Properties
SMILES: CN[C@@H](CN)CSS.O.O.O.O.O.O.O.O.O.O.O
Kohn-Sham gap, eV: 8.1
Largest force on an atom, Eh/bohr: 0.02419
Energy relative to the best compared isomer or geometry (same formula, charge and spin), eV: 1.012
E_HOMO, hartree: -0.3050
2S+1: 1

C4H34NO11S | wB97M-V/def2-TZVPD

Geometry as XYZ:
```
51
Properties=species:S:1:pos:R:3:mulliken_charge:R:1
C -1.69 2.44 -0.76 -1.489
C -0.64 1.38 -0.88 0.119
C 0.68 1.82 -0.23 -0.994
C 1.82 0.87 -0.48 -0.284
S 3.47 1.74 -0.68 0.271
N -1.11 0.08 -0.22 0.123
H -1.39 3.25 -0.10 0.357
H -2.75 2.19 -0.58 0.433
H -2.03 2.92 -1.68 0.322
H -0.50 1.11 -1.96 0.578
H 0.80 2.75 -0.80 0.877
H 0.48 2.06 0.83 0.242
H 1.70 0.53 -1.51 -0.009
H 2.08 0.18 0.33 0.361
H 3.18 2.79 0.16 0.316
H -1.07 -0.64 -0.96 0.462
H -2.09 0.03 0.08 0.411
H -0.59 -0.26 0.61 -0.061
H 1.81 -2.94 -2.22 0.290
H 1.35 -3.82 -1.10 0.326
O 1.51 -3.84 -2.04 -0.576
H -2.61 -0.66 3.83 0.306
H -1.73 -1.77 3.43 0.256
O -1.68 -0.83 3.62 -0.625
H 1.74 -2.15 1.28 0.229
H 2.47 -3.46 0.80 0.311
O 1.61 -3.04 0.92 -0.661
H 0.60 0.04 2.68 0.067
H -0.45 -0.99 2.17 0.296
O 0.46 -0.66 2.03 -0.293
H -3.46 -2.58 0.73 0.294
H -4.41 -1.31 0.69 0.288
O -3.57 -1.66 0.98 -0.562
H 2.82 0.32 3.61 0.302
H 1.66 1.33 3.99 0.347
O 2.59 1.11 4.10 -0.598
H 1.46 -1.37 -4.79 0.305
H 2.09 -0.66 -3.59 0.290
O 1.53 -1.40 -3.83 -0.628
H -1.03 -3.47 1.56 0.278
H -0.27 -2.84 0.47 0.187
O -0.99 -2.63 1.08 -0.435
H -0.36 -1.05 -3.33 0.288
H -1.71 -1.54 -3.27 0.287
O -1.16 -0.91 -2.78 -0.580
H -0.40 3.12 -3.65 0.261
H -1.42 2.23 -4.21 0.257
O -0.91 2.33 -3.40 -0.540
H 0.03 3.48 3.30 0.277
H 1.44 3.46 2.90 0.312
O 0.66 2.91 2.85 -0.587
```

## Properties
Kohn-Sham gap (spin up / spin down), eV: 9.2 / 4.4
Largest force on an atom, Eh/bohr: 0.04602
Net charge: +2
E_HOMO (spin up / spin down), hartree: -0.5866 / -0.5866
2S+1: 2
Expectation value of S²: 0.753

C4H35N2O13S | wB97M-V/def2-TZVPD

Geometry as XYZ:
```
55
Properties=species:S:1:pos:R:3:mulliken_charge:R:1
N 0.00 -0.05 0.08 0.041
C -1.39 0.58 -0.02 1.018
C -1.51 1.87 0.81 -0.512
C -2.95 2.08 1.50 -0.789
S -3.46 0.84 2.79 -0.266
C -1.69 0.81 -1.53 -0.217
N -2.83 0.29 -2.00 -0.253
O -0.96 1.56 -2.16 -0.667
H 2.73 -1.98 -1.12 0.340
H 0.39 -0.11 1.02 0.137
H 0.62 0.56 -0.46 -0.171
H -2.12 -0.18 0.22 -0.146
H -1.43 2.80 0.20 0.240
H -0.78 1.92 1.65 0.375
H -2.91 3.12 1.90 0.431
H -3.70 1.79 0.77 0.309
H -2.71 1.21 3.91 0.158
H -3.08 0.48 -2.96 0.288
H -3.46 -0.34 -1.56 0.139
H -0.49 -2.55 1.29 0.366
H -0.19 -2.31 -0.25 0.250
O 0.04 -2.83 0.53 -0.724
H 3.24 -0.29 -1.05 0.530
H 2.15 -1.21 -2.44 0.374
O 2.85 -1.26 -1.74 -0.554
H 0.34 2.89 -1.79 0.406
H 0.18 4.41 -1.72 0.300
O 0.83 3.70 -1.77 -0.697
H -2.04 -2.65 3.20 0.299
H -2.18 -1.62 2.08 0.202
O -1.50 -2.02 2.67 -0.577
H 2.51 -0.94 2.45 0.314
H 2.86 0.51 2.60 0.324
O 2.43 -0.10 1.94 -0.659
H 1.16 -2.35 3.46 0.304
H 2.55 -2.94 3.07 0.320
O 2.10 -2.23 3.52 -0.709
H 3.25 0.21 0.53 0.482
H 3.42 1.40 -0.46 0.475
O 3.77 0.48 -0.28 -0.588
H 2.18 0.31 -3.37 0.326
H 1.24 1.57 -3.41 0.269
O 1.82 1.03 -2.87 -0.566
H 3.57 3.80 -0.83 0.285
H 2.12 3.40 -0.63 0.340
O 3.02 3.07 -0.56 -0.657
H 3.00 -3.94 0.66 0.308
H 1.66 -3.08 0.75 0.537
O 2.64 -3.11 0.98 -0.710
H -2.95 -2.74 -0.70 0.305
H -4.33 -2.78 -0.11 0.321
O -3.85 -2.42 -0.86 -0.635
H 0.87 -1.53 -4.62 0.312
H 0.43 -0.59 -3.46 0.347
O 0.96 -1.43 -3.63 -0.679
```

## Properties
Kohn-Sham gap, eV: 9.3
Largest force on an atom, Eh/bohr: 0.04695
Net charge: +1
Energy relative to the best compared isomer or geometry (same formula, charge and spin), eV: 0.305
E_HOMO, hartree: -0.4323
2S+1: 1

What is the largest force on an atom in the second record?
0.02419 Eh/bohr

Number 2 is which compound?
C4H34N2O11S2